[1]
Molecular formula: C15H12N2O5Tb
Method: DFT, ωB97M-V/def2-TZVPD

Results
- Maximum force: 8.90 eV Å⁻¹
- Gap between HOMO and LUMO (spin up / spin down): 3.75 / 4.20 eV
- DFT total energy: -51368.8815 eV
- E_HOMO (spin up / spin down): -17.3296 / -17.3363 eV

```
! wB97M-V def2-TZVPD RIJCOSX def2/J DEFGRID3
* xyz 3 7
O 0.08843 -3.24482 -3.62644
C 0.05621 -2.09981 -3.70681
Tb 0.07822 0.27817 -3.24903
O -2.91178 0.25751 -5.31405
C -1.93146 0.25660 -4.69999
C 1.99336 0.30976 -4.68769
O 2.97279 0.31718 -5.29123
C 0.03180 2.72540 -3.59410
O 0.01258 3.89914 -3.63389
C -1.44044 0.19878 2.99058
N -1.34758 0.20843 1.55356
N -0.17941 -0.12843 0.92044
C -0.38968 -0.01232 -0.39623
O 0.53732 -0.30785 -1.29288
C -1.72652 0.46288 -0.60548
C -2.27724 0.57523 0.64959
C -3.64180 1.02783 1.05293
C 1.12051 -0.43741 1.42672
C 1.28075 -1.24007 2.54160
C 2.55992 -1.55422 2.99588
C 3.69591 -1.14110 2.29492
C 3.53915 -0.40630 1.11626
C 2.26110 -0.05279 0.70074
H -2.40753 0.63900 3.23411
H -0.63068 0.79232 3.43563
H -1.39650 -0.82843 3.37568
H -2.25295 0.71689 -1.53598
H -4.22485 0.24741 1.57758
H -3.63332 1.94144 1.67760
H -4.19917 1.27731 0.13619
H 0.39885 -1.59244 3.06204
H 2.66263 -2.12132 3.91619
H 4.69354 -1.38216 2.66135
H 4.41004 -0.07968 0.54398
H 2.19779 0.49789 -0.22977
*
```

[2]
Molecular formula: C15H12N7O6
Method: DFT, ωB97M-V/def2-TZVPD

Results
- Maximum force: 2.65 eV Å⁻¹
- Gap between HOMO and LUMO: 7.18 eV
- DFT total energy: -38459.2509 eV
- E_HOMO: -5.4320 eV

```
! wB97M-V def2-TZVPD RIJCOSX def2/J DEFGRID3
* xyz -1 1
C 2.48740 -0.51391 3.97133
C 1.88237 -1.01854 2.81691
C 0.73590 -0.39265 2.32574
C 0.17639 0.70150 2.97715
C -1.03497 1.34788 2.32519
C -0.71755 1.84234 0.89396
C -1.67529 2.92930 0.39057
O -1.67019 2.82160 -1.04739
C -1.05752 1.62850 -1.36469
O -0.87685 1.32085 -2.54124
N -0.74659 0.92370 -0.21898
C 0.79260 1.21038 4.13325
C 1.95464 0.60237 4.62449
H 3.39302 -0.98551 4.35015
H 2.27118 -1.87946 2.27875
H 0.26381 -0.72675 1.40806
H -1.90129 0.66211 2.25385
H -1.31561 2.24810 2.89923
H 0.27375 2.35835 0.96699
H -2.69103 2.74317 0.77851
H -1.31298 3.92493 0.68433
H 0.35391 2.08003 4.62615
H 2.43440 1.00470 5.51807
O 2.12648 -1.91239 -5.36022
N 0.93863 -2.09811 -5.05935
O 0.10764 -2.60037 -5.85483
C 0.42883 -1.75375 -3.72788
C -0.88034 -2.00521 -3.35627
C -1.38579 -1.53757 -2.11845
N -2.73993 -1.82798 -1.74049
O -3.49470 -2.40960 -2.55752
O -3.09530 -1.49990 -0.58352
C -0.56631 -0.95357 -1.12012
N 0.73938 -0.82763 -1.49894
N 1.72505 -0.20217 -0.77421
N 2.71415 -0.01273 -1.59372
N 2.45811 -0.48831 -2.83247
C 1.24917 -1.07410 -2.76994
H -1.54653 -2.53033 -4.03843
H -0.79805 -1.09926 -0.06404
*
```

[3]
Molecular formula: C15H13BrFeN3O
Method: DFT, ωB97M-V/def2-TZVPD

Results
- Maximum force: 0.67 eV Å⁻¹
- Gap between HOMO and LUMO (spin up / spin down): 7.72 / 7.52 eV
- DFT total energy: -126709.3477 eV
- E_HOMO (spin up / spin down): -10.9039 / -10.9863 eV

```
! wB97M-V def2-TZVPD RIJCOSX def2/J DEFGRID3
* xyz 1 5
Fe 0.90849 -0.15483 -0.00845
C 0.10266 5.28457 0.00476
C 1.09673 4.15757 0.00144
C 2.46948 4.37249 0.00296
C 3.36157 3.30864 -0.00002
C 2.82340 2.04470 -0.00446
Br 3.88773 0.48792 -0.00806
N 1.51520 1.80058 -0.00610
C 0.66707 2.83893 -0.00325
H 0.60503 6.24926 0.00784
H -0.53948 5.23207 0.88430
H -0.53923 5.23754 -0.87528
H 2.85383 5.38500 0.00658
H 4.43053 3.45981 0.00120
H -0.38681 2.58572 -0.00490
O -0.90970 -0.20543 -0.00879
C -1.83323 -1.16981 -0.00502
C -3.18189 -0.81412 -0.00486
C -4.16495 -1.77999 -0.00129
C -3.82629 -3.13349 0.00231
C -2.49793 -3.49165 0.00239
C -1.48023 -2.52700 -0.00123
C -0.07836 -2.93945 -0.00026
N 1.00637 -2.16548 -0.00365
C 2.11253 -3.00237 -0.00071
C 1.69596 -4.28609 0.00430
N 0.32121 -4.22914 0.00454
H -3.42774 0.23940 -0.00775
H -5.20577 -1.48360 -0.00130
H -4.59464 -3.89345 0.00513
H -2.25474 -4.54737 0.00534
H 3.11850 -2.62106 -0.00289
H 2.23640 -5.21539 0.00748
H -0.29168 -5.02449 0.00771
*
```

[4]
Molecular formula: C15H13BrIO4Tl
Method: DFT, ωB97M-V/def2-TZVPD

Results
- Maximum force: 0.22 eV Å⁻¹
- Gap between HOMO and LUMO: 5.40 eV
- ΔE to the lowest compared entry with this formula, charge and spin: 0.522 eV
- DFT total energy: -106790.7857 eV
- E_HOMO: -1.2626 eV

```
! wB97M-V def2-TZVPD RIJCOSX def2/J DEFGRID3
* xyz -2 1
Tl -2.36097 2.21890 0.57355
C 1.18739 1.33210 -5.73627
O 2.12873 1.98892 -4.91659
C 1.75244 2.24867 -3.62235
C 2.72704 2.90885 -2.84293
C 2.41857 3.20456 -1.54400
C 1.18076 2.89473 -0.94172
C 0.97632 3.26913 0.44020
C 2.12346 3.93306 1.19460
O -0.05684 3.08629 1.08685
C 0.17839 2.21610 -1.73153
O -0.97118 1.86577 -1.33956
C 0.53753 1.91086 -3.09600
H 1.66002 1.21230 -6.70964
H 0.27244 1.92113 -5.84512
H 0.92553 0.34907 -5.33622
H 3.68418 3.15816 -3.28060
H 3.17343 3.70411 -0.95117
H 2.41130 4.87951 0.73311
H 3.00179 3.28451 1.22876
H 1.77674 4.11841 2.20803
H -0.22492 1.40593 -3.66915
Br 0.23447 -4.62493 6.07521
C -1.16786 -4.97261 4.63495
C -1.63235 -6.28143 4.68334
C -2.60349 -6.63572 3.75620
C -3.04443 -5.67586 2.84681
C -2.51157 -4.39046 2.87896
C -1.52663 -3.96632 3.79842
I -1.85939 -0.06121 1.93184
H -1.26185 -6.99599 5.40871
H -3.00729 -7.64313 3.74642
H -3.80538 -5.93475 2.11406
H -2.89078 -3.67779 2.14526
O -3.42560 3.74911 0.07758
*
```

[5]
Molecular formula: C15H13Cl2N3O4
Method: DFT, ωB97M-V/def2-TZVPD

Results
- Maximum force: 3.40 eV Å⁻¹
- Gap between HOMO and LUMO: 4.94 eV
- ΔE to the lowest compared entry with this formula, charge and spin: 0.651 eV
- DFT total energy: -53468.1735 eV
- E_HOMO: -8.1664 eV
- SMILES string: N#CC1=C(C#N)C(=O)C(Cl)=C(Cl)C1=O.CCOC(=O)/C=C/N(C)C

```
! wB97M-V def2-TZVPD RIJCOSX def2/J DEFGRID3
* xyz 0 1
N -1.63712 -1.34985 2.59927
C -0.63816 -0.75450 2.57018
C 0.55232 -0.03694 2.54009
C 0.56134 1.33089 2.49346
C -0.62177 2.06091 2.48018
N -1.61656 2.66254 2.47623
C 1.82802 2.06770 2.46664
O 1.86316 3.28639 2.44030
C 3.05280 1.30917 2.47731
Cl 4.53512 2.16656 2.45143
C 3.04373 -0.04871 2.52211
Cl 4.51288 -0.92818 2.51234
C 1.80904 -0.79016 2.57708
O 1.82716 -2.00506 2.66481
C 0.84560 3.62276 -2.91428
C 1.10257 2.20626 -2.44813
O -0.08564 1.52623 -2.13729
C 0.20339 0.27622 -1.64581
C -0.95520 -0.53350 -1.35958
C -0.91878 -1.86026 -1.12980
N -2.04673 -2.60043 -0.83134
C -2.07504 -4.05355 -0.99262
C -3.26647 -1.99049 -0.30552
O 1.33426 -0.14481 -1.45473
H 1.77761 4.15288 -3.12252
H 0.23819 3.63135 -3.82020
H 0.29681 4.18205 -2.15557
H 1.62156 1.61459 -3.21572
H 1.72585 2.18608 -1.54442
H -1.89903 -0.02972 -1.41054
H 0.02618 -2.37125 -1.18859
H -1.14602 -4.41136 -1.43390
H -2.21420 -4.53404 -0.02596
H -2.89778 -4.33402 -1.64995
H -3.09699 -0.95128 -0.03654
H -4.06385 -2.04020 -1.04305
H -3.57824 -2.51428 0.59463
*
```

[6]
Molecular formula: C15H13Cl2N3OS
Method: DFT, ωB97M-V/def2-TZVPD

Results
- Maximum force: 2.82 eV Å⁻¹
- Gap between HOMO and LUMO: 8.27 eV
- DFT total energy: -58163.7139 eV
- E_HOMO: -8.0856 eV
- SMILES string: CN(C)C(=O)Cc1c(-c2ccc(Cl)s2)nc2ccc(Cl)cn12

```
! wB97M-V def2-TZVPD RIJCOSX def2/J DEFGRID3
* xyz 0 1
O -1.83401 -0.40721 -1.35521
Cl 0.79115 -4.23072 3.84968
Cl -0.05315 4.10676 -4.06692
N 2.73134 0.20800 -0.78484
S 0.37387 -2.04573 1.65446
C -1.88612 -0.10533 -0.15391
C 2.27907 1.10690 -1.63700
C 1.39151 -2.99769 2.75178
C 2.70380 -2.60111 2.64451
C 2.96023 1.74069 -2.76727
C 2.26207 2.69445 -3.49838
C 2.89352 -1.51989 1.69652
C 0.85769 2.95989 -3.19493
C 1.63244 -0.09414 0.04952
C 1.75162 -1.11444 1.07440
C 0.22523 2.26203 -2.15840
C 0.54456 0.68783 -0.27988
N 0.97102 1.42940 -1.35822
N -2.83570 -0.66902 0.69012
C -0.79608 0.78615 0.46448
C -3.71853 -1.71925 0.12489
C -3.15037 -0.04298 1.98798
H 3.49755 -3.07063 3.23374
H 3.99379 1.49733 -2.98659
H 2.69184 3.18875 -4.36967
H 3.88167 -1.10032 1.52956
H -0.83060 2.34330 -1.94738
H -0.60394 0.49376 1.48378
H -1.11372 1.81954 0.42023
H -3.15026 -2.57094 -0.26768
H -4.38661 -2.10836 0.90273
H -4.30892 -1.27296 -0.68047
H -3.24887 1.06191 1.86166
H -4.11213 -0.42185 2.29887
H -2.40498 -0.29412 2.78783
*
```

[7]
Molecular formula: C15H13ClN4O3
Method: DFT, ωB97M-V/def2-TZVPD

Results
- Maximum force: 5.55 eV Å⁻¹
- Gap between HOMO and LUMO: 6.75 eV
- ΔE to the lowest compared entry with this formula, charge and spin: 6.016 eV
- DFT total energy: -40386.0902 eV
- E_HOMO: -7.8539 eV
- SMILES string: CC(=O)/C(=N/c1cccc(Cl)c1)NNc1ccccc1[N+](=O)[O-]

```
! wB97M-V def2-TZVPD RIJCOSX def2/J DEFGRID3
* xyz 0 1
O 0.23656 1.24761 -3.31177
O 1.09211 -1.18786 2.42339
O 0.97249 0.99293 2.16935
Cl -5.41664 -0.00368 3.16067
N -2.22706 0.89850 -0.64621
C -0.84075 1.09879 -2.70888
C -0.96940 1.02985 -1.21458
C -1.98786 -1.64774 2.03381
C 4.64318 -0.42279 -0.90905
C 4.56217 -1.22741 0.23614
C -3.13771 -1.34988 2.78655
C -1.68310 -0.94526 0.84890
C -3.62912 0.42827 1.19756
C 3.57205 0.43068 -1.21318
C 3.49392 -1.08811 1.15077
C -3.96158 -0.33325 2.34138
C -2.51791 0.12434 0.47805
C 2.44276 0.50202 -0.33980
C 2.44055 -0.20268 0.87856
N 1.40336 1.30547 -0.79170
N 1.44234 -0.12039 1.87417
N 0.04433 1.17053 -0.40710
C -2.07789 1.01247 -3.59466
H -1.38725 -2.42661 2.49015
H 5.43497 -0.57910 -1.60964
H 5.36651 -1.92602 0.43274
H -3.35650 -1.87035 3.71093
H -0.82964 -1.21651 0.23868
H -4.32358 1.19572 0.87712
H 3.57189 0.96870 -2.14011
H 3.46214 -1.66799 2.03904
H 1.50611 1.75491 -1.69959
H -0.16919 1.08229 0.62215
H -2.59868 1.99394 -3.59225
H -1.83843 0.74972 -4.64320
H -2.73515 0.22891 -3.16835
*
```

[8]
Molecular formula: C15H13CrN7O12P2
Method: DFT, ωB97M-V/def2-TZVPD

Results
- Maximum force: 0.61 eV Å⁻¹
- Gap between HOMO and LUMO (spin up / spin down): 5.00 / 7.83 eV
- ΔE to the lowest compared entry with this formula, charge and spin: 0.480 eV
- DFT total energy: -97782.4645 eV
- E_HOMO (spin up / spin down): -0.6663 / -3.4904 eV

```
! wB97M-V def2-TZVPD RIJCOSX def2/J DEFGRID3
* xyz -2 5
Cr 0.03636 -0.24248 -0.26369
O -2.84816 2.66410 -4.84691
C -2.29747 2.13436 -3.71527
C -2.59768 0.84977 -3.28898
C -1.97095 0.38037 -2.16119
N -1.11649 1.11031 -1.42725
C -0.87976 2.37884 -1.80431
C -1.43239 2.90369 -2.96506
C -0.13291 3.39248 -0.90908
O 0.59497 4.19541 -1.49629
O -0.41285 3.29316 0.31018
C -2.24359 -1.03620 -1.68216
O -3.14417 -1.67901 -2.20289
O -1.48154 -1.41305 -0.72375
H -3.40482 1.98864 -5.24859
H -3.28040 0.18985 -3.80995
H -1.16694 3.91203 -3.24493
N -2.27439 1.64171 1.41023
C -1.75612 0.65028 2.15847
N -2.29183 0.47657 3.38238
C -1.70099 -0.46063 4.12360
N -2.23422 -0.64873 5.38660
N -0.68391 -1.22475 3.78892
C -0.25591 -1.06368 2.51173
N -0.76582 -0.10609 1.65826
C 0.72367 -1.93202 1.99398
C 1.40626 -2.89374 2.78277
C 2.28409 -3.74999 2.18592
C 2.48198 -3.68649 0.78693
C 1.80323 -2.72136 0.07480
N 0.97620 -1.84057 0.64212
H -2.90391 2.21418 1.94961
H -1.60349 2.18344 0.82260
H -2.73508 0.15096 5.73604
H -1.60030 -1.09011 6.03117
H 1.19453 -2.92136 3.84175
H 2.81807 -4.48315 2.78011
H 3.14673 -4.36324 0.27061
H 1.90798 -2.65892 -1.00036
O 2.49702 0.82307 -3.35387
P 2.28547 -0.55404 -2.56980
O 2.76710 -1.70832 -3.34346
O 0.85245 -0.61448 -2.04429
O 3.21787 -0.34583 -1.24499
P 3.00936 0.93665 -0.27271
O 3.91182 0.51834 0.99074
O 3.54120 2.13981 -0.93439
O 1.56107 0.91396 0.18988
H 2.75715 1.55041 -2.75463
H 3.44152 -0.15416 1.49940
*
```